No. 1
{
  "formula": "C6H9N",
  "method": "ωB97M-V/def2-TZVPD",
  "species": ["C", "C", "C", "C", "C", "C", "N", "H", "H", "H", "H", "H", "H", "H", "H", "H"],
  "positions_angstrom": [[-1.691, 1.066, -0.402], [0.362, 0.585, 0.446], [0.743, -0.410, -0.628], [2.065, -0.802, -0.146], [3.139, -1.076, 0.322], [-0.361, -0.142, 1.501], [-1.605, -0.054, 0.669], [-1.010, 1.070, -1.267], [-1.675, 2.089, -0.003], [-2.666, 0.833, -0.815], [0.827, 0.067, -1.610], [0.098, -1.298, -0.724], [4.100, -1.342, 0.699], [-0.043, -1.180, 1.679], [-0.440, 0.382, 2.466], [-2.319, 0.284, 1.303]],
  "de_lowest_ev": 7.044
}

---

No. 2
{
  "formula": "C4H6NS",
  "method": "ωB97M-V/def2-TZVPD",
  "species": ["C", "C", "C", "C", "N", "S", "H", "H", "H", "H", "H", "H"],
  "positions_angstrom": [[1.795, 0.048, 0.193], [2.422, -1.219, 0.455], [-1.312, 0.125, -0.584], [-2.368, 1.122, 0.038], [-1.723, 0.073, 0.680], [3.250, 0.248, -0.329], [2.790, -1.486, 1.520], [2.358, -2.156, -0.165], [-1.465, -0.666, -1.298], [-0.269, 0.600, -0.762], [-2.057, 2.124, 0.459], [-3.420, 1.187, -0.208]],
  "charge": 1,
  "de_lowest_ev": 8.076
}

---

No. 3
{
  "formula": "C28H19BiCl5N3O7S3",
  "method": "ωB97M-V/def2-TZVPD",
  "species": ["Bi", "C", "S", "C", "S", "N", "N", "C", "C", "C", "C", "C", "C", "N", "H", "H", "H", "H", "H", "H", "H", "H", "Cl", "C", "C", "C", "Cl", "C", "Cl", "C", "Cl", "C", "Cl", "O", "S", "O", "O", "O", "O", "C", "C", "O", "O", "C", "C", "C", "C", "C", "C", "C", "C", "C", "C", "C", "C", "H", "H", "H", "H", "H", "H", "H", "H", "H", "H", "H"],
  "positions_angstrom": [[0.278, -1.720, 1.039], [4.111, -1.108, -4.294], [3.379, -2.408, -3.255], [2.500, -1.277, -2.135], [1.137, -0.455, -2.675], [3.091, -1.143, -0.994], [2.496, -0.618, 0.048], [3.088, 0.322, 0.695], [2.463, 0.939, 1.850], [3.010, 2.071, 2.460], [2.307, 2.689, 3.479], [1.076, 2.182, 3.864], [0.612, 1.039, 3.227], [1.297, 0.436, 2.266], [4.542, -1.581, -5.175], [4.884, -0.592, -3.725], [3.320, -0.418, -4.581], [4.030, 0.727, 0.328], [3.961, 2.458, 2.117], [2.712, 3.572, 3.957], [0.481, 2.655, 4.632], [-0.344, 0.589, 3.478], [-1.473, -2.890, -1.344], [0.009, -3.776, -1.352], [1.006, -3.401, -0.461], [2.166, -4.184, -0.443], [3.528, -3.776, 0.514], [2.296, -5.298, -1.278], [3.708, -6.274, -1.216], [1.290, -5.617, -2.182], [1.473, -6.955, -3.250], [0.139, -4.844, -2.233], [-1.097, -5.202, -3.376], [0.236, -4.194, 4.135], [0.545, -4.014, 2.740], [1.194, -5.156, 2.141], [-0.668, -3.606, 1.918], [1.426, -2.723, 2.568], [-1.514, 0.128, -0.435], [-2.162, 1.207, 0.204], [-2.318, 0.778, 1.768], [-2.734, 1.678, 2.513], [-1.972, -0.385, 2.052], [-1.305, 2.452, 0.222], [-1.848, 3.675, 0.623], [-1.031, 4.773, 0.822], [0.340, 4.678, 0.614], [0.882, 3.479, 0.180], [0.067, 2.372, -0.008], [-3.524, 1.451, -0.442], [-3.598, 1.546, -1.832], [-4.810, 1.742, -2.474], [-5.981, 1.850, -1.738], [-5.920, 1.762, -0.356], [-4.707, 1.556, 0.286], [-1.166, 0.398, -1.296], [-2.911, 3.745, 0.803], [-1.458, 5.715, 1.148], [0.985, 5.530, 0.795], [1.949, 3.401, 0.005], [0.504, 1.429, -0.320], [-2.695, 1.467, -2.427], [-4.848, 1.805, -3.555], [-6.933, 1.997, -2.235], [-6.827, 1.841, 0.232], [-4.672, 1.480, 1.363]],
  "charge": -2,
  "de_lowest_ev": 0.383
}